# 1
{
  "formula": "CClN3O2",
  "method": "the ωB97M-V functional and the def2-TZVPD basis",
  "gap_ev": [3.87, 5.55],
  "spin_multiplicity": 1,
  "homo_ev": [-10.07, -11.13],
  "relative_energy_ev": 3.868,
  "charge": 0,
  "species": ["C", "N", "N", "N", "O", "O", "Cl"],
  "xyz": [[0.19778, 0.79236, -1.27688], [0.61295, 1.59330, -1.99860], [-0.34142, -0.11571, -0.56312], [-0.10566, -0.47920, 0.67985], [0.84008, -0.06205, 1.29265], [-0.94551, -1.30037, 1.16219], [-1.14346, -2.39268, 3.24972]],
  "forces_ev_per_a": [[1.141, 1.228, 0.430], [0.212, 0.386, -0.432], [-2.804, -3.993, 1.908], [2.966, 3.267, -2.500], [0.158, -0.282, 1.180], [-2.287, -1.479, 0.861], [0.614, 0.873, -1.447]],
  "mulliken_charge": [0.47, -0.37, -0.56, 1.24, -0.52, -0.42, 0.16]
}

=====

# 2
{
  "formula": "C3H4O2S",
  "method": "the ωB97M-V functional and the def2-TZVPD basis",
  "gap_ev": 9.22,
  "spin_multiplicity": 1,
  "homo_ev": -9.47,
  "relative_energy_ev": 3.015,
  "charge": 0,
  "species": ["C", "C", "C", "O", "O", "S", "H", "H", "H", "H"],
  "xyz": [[-0.24898, 0.39275, 2.06516], [-0.30438, -1.17730, -1.10121], [0.10037, -0.51590, -2.16159], [-0.59353, -1.87719, -0.20104], [0.97228, 2.13877, 0.65408], [1.11597, 1.21157, 1.75594], [-1.03950, 0.38451, 1.21270], [0.52361, 0.44676, -1.97579], [-0.20875, -0.85041, -3.13768], [-0.31710, -0.15356, 2.88943]],
  "forces_ev_per_a": [[-0.052, 2.629, -5.563], [-0.081, -1.603, 0.587], [-0.522, -0.115, 0.660], [0.276, 1.261, -1.124], [0.180, 0.493, -1.307], [-1.084, -0.803, 1.605], [1.189, 0.203, 2.007], [0.289, 0.448, -0.130], [0.051, -0.012, -0.034], [-0.246, -2.500, 3.298]],
  "mulliken_charge": [-0.49, 0.72, -0.86, -0.37, -0.49, 0.37, 0.22, 0.27, 0.26, 0.36]
}

=====

# 3
{
  "formula": "CH2O3S",
  "method": "the ωB97M-V functional and the def2-TZVPD basis",
  "gap_ev": 9.14,
  "spin_multiplicity": 1,
  "homo_ev": -9.35,
  "relative_energy_ev": 0.984,
  "charge": 0,
  "species": ["C", "O", "O", "O", "S", "H", "H"],
  "xyz": [[1.13525, 0.26657, 0.44034], [-1.14950, 1.33317, -0.59444], [1.58218, -0.29850, -0.52114], [-1.40837, -1.11559, -0.02548], [-0.90372, 0.38704, 0.48271], [1.72664, 0.69517, 1.12346], [-0.98248, -1.26785, -0.90545]],
  "forces_ev_per_a": [[-3.277, -3.147, -4.828], [0.250, 0.082, -0.313], [-0.299, 0.478, 0.889], [1.606, 1.041, -0.427], [0.024, -0.451, 0.899], [2.040, 2.048, 3.239], [-0.343, -0.052, 0.541]],
  "mulliken_charge": [-0.02, -0.50, -0.37, -0.45, 0.51, 0.47, 0.35]
}

=====

# 4
{
  "formula": "C2H4N4S",
  "method": "the ωB97M-V functional and the def2-TZVPD basis",
  "gap_ev": 9.25,
  "spin_multiplicity": 1,
  "homo_ev": -8.42,
  "relative_energy_ev": 2.135,
  "charge": 0,
  "species": ["H", "N", "C", "S", "N", "C", "N", "N", "H", "H", "H"],
  "xyz": [[-0.07063, -2.82826, -0.32293], [0.20276, -1.98602, 0.01187], [-0.56505, -1.00891, -0.00927], [-2.23915, -0.42762, 0.05585], [-1.94990, 1.18869, -0.06661], [-0.65777, 1.45050, -0.01785], [0.17581, 0.36335, -0.05136], [1.56583, 0.53466, -0.05262], [-0.32019, 2.41041, -0.09668], [2.04378, -0.27255, -0.44057], [1.81451, 0.57578, 0.99017]],
  "forces_ev_per_a": [[-1.453, -3.212, -0.609], [1.323, 2.138, 0.448], [1.519, 4.064, 0.070], [0.234, -1.317, -0.335], [1.595, 1.114, 0.607], [-2.224, -4.156, -0.837], [-1.711, -0.859, 0.100], [0.044, 0.431, 2.708], [1.084, 2.297, -0.061], [-0.481, -0.237, -0.058], [0.071, -0.262, -2.033]],
  "mulliken_charge": [0.24, -0.60, 0.37, 0.03, -0.48, 0.06, 0.30, -0.90, 0.46, 0.29, 0.25]
}